Entry 1:
C15H30N | the ωB97M-V functional and the def2-TZVPD basis

```
46
Properties=species:S:1:pos:R:3
C 5.1680 1.6750 1.6893
C 4.3997 0.8386 1.3122
C 3.4680 -0.1842 0.8775
N 2.9352 0.0753 -0.4933
C 4.0648 0.1528 -1.4401
C 2.2169 1.3624 -0.5030
C 2.0406 -1.0423 -0.9246
C 0.7943 -1.2824 -0.0775
C -0.0395 -2.4065 -0.7016
C -1.2819 -2.7511 0.1227
C -2.2918 -1.5994 0.2398
C -2.2256 -0.8713 1.5823
C -3.2186 0.2872 1.6963
C -2.9320 1.4572 0.7423
C -3.8620 1.4962 -0.4700
C -3.5166 2.6452 -1.4097
H 5.8448 2.4009 2.0334
H 2.6328 -0.2190 1.5815
H 3.9719 -1.1554 0.8804
H 4.7577 0.9318 -1.1251
H 4.5989 -0.7955 -1.4703
H 3.7020 0.3829 -2.4400
H 1.4271 1.3653 0.2447
H 1.7795 1.5391 -1.4837
H 2.9100 2.1694 -0.2705
H 1.7297 -0.8282 -1.9502
H 2.6391 -1.9566 -0.9412
H 0.1775 -0.3864 -0.0345
H 1.0576 -1.5799 0.9383
H -0.3503 -2.1118 -1.7060
H 0.5777 -3.3027 -0.7949
H -0.9782 -3.0750 1.1198
H -1.7607 -3.6032 -0.3601
H -2.1318 -0.8949 -0.5772
H -3.3017 -1.9952 0.1282
H -1.2173 -0.4895 1.7630
H -2.4438 -1.5905 2.3748
H -3.1892 0.6472 2.7263
H -4.2265 -0.0880 1.5149
H -3.0435 2.4000 1.2812
H -1.8937 1.4094 0.3994
H -4.8890 1.6158 -0.1216
H -3.8093 0.5524 -1.0155
H -2.5043 2.5387 -1.7977
H -4.2032 2.6685 -2.2517
H -3.5830 3.5975 -0.8886
```

Total energy = -643.98965 Eh
Kohn-Sham gap = 10.697 eV
Energy relative to the best compared isomer or geometry (same formula, charge and spin) = 18.9 kJ/mol
Multiplicity = 1
Total charge = +1



Entry 2:
C15H30N2O8 | the ωB97M-V functional and the def2-TZVPD basis

```
55
Properties=species:S:1:pos:R:3
O -6.2311 0.3606 -4.3095
C -5.2179 0.4064 -3.6155
C -3.8425 0.1967 -4.2668
O -3.7304 0.8987 -5.5283
C -2.6971 0.6020 -3.3242
O -1.4897 0.1484 -3.9425
C -2.6525 2.1263 -3.0659
O -3.7302 2.4987 -2.1946
C -1.2951 2.5819 -2.4708
O -0.4607 3.0673 -3.5342
C -1.4278 3.6845 -1.3955
O -2.2743 4.7666 -1.8239
H -5.3108 0.5255 -2.5406
H -3.7522 -0.8776 -4.4554
H -4.5644 0.8062 -6.0313
H -2.8104 0.0898 -2.3622
H -1.4161 0.5734 -4.8192
H -2.7817 2.6561 -4.0170
H -3.6089 3.4550 -1.9945
H -0.8030 1.7236 -2.0122
H 0.4008 3.3614 -3.1951
H -0.4328 4.0704 -1.1505
H -1.8421 3.2477 -0.4807
H -2.1966 5.5291 -1.2217
C -0.2294 0.4691 0.2579
C 0.2674 -0.5327 1.3030
C 1.7553 -0.9466 1.1642
C 2.0306 -1.4469 -0.2710
C 2.1381 -2.0473 2.1951
N 1.5314 -1.8164 3.5240
C 1.9266 -0.8998 4.4106
C 1.1521 -0.8486 5.7065
O 2.8496 -0.1240 4.2227
C 3.6520 -2.3474 2.2985
O 4.4880 -1.7389 1.6386
N 4.0086 -3.2987 3.1724
C 5.3877 -3.7304 3.3961
H -1.2264 0.8136 0.5344
H 0.4447 1.3253 0.2112
H -0.2906 -0.0144 -0.7169
H -0.3613 -1.4230 1.2514
H 0.1187 -0.0656 2.2766
H 2.3710 -0.0645 1.3499
H 3.0542 -1.8036 -0.3723
H 1.3481 -2.2571 -0.5280
H 1.9083 -0.6330 -0.9844
H 1.6913 -2.9684 1.8226
H 0.7348 -2.3773 3.7753
H 1.2678 -1.7927 6.2345
H 0.1011 -0.6632 5.4942
H 1.5467 -0.0388 6.3200
H 3.2799 -3.7230 3.7208
H 5.4174 -4.5558 4.1082
H 5.9745 -2.8952 3.7853
H 5.8292 -4.0534 2.4506
```

Total energy = -1300.98206 Eh
Kohn-Sham gap = 9.868 eV
Energy relative to the best compared isomer or geometry (same formula, charge and spin) = 0.0 kJ/mol
Multiplicity = 1
Total charge = 0